No. 1
13
Properties=species:S:1:pos:R:3 method="wB97M-V/def2-TZVPD" homo_ev="-10.12 / -10.13" charge=+1 relative_energy_kj_mol=0.00
O -0.823 -1.772 -1.807
C 0.058 -1.026 -1.439
O 0.118 0.195 -1.749
O -2.043 0.746 0.723
C -2.138 -0.441 0.637
C 0.266 1.144 -0.083
O 0.181 -0.954 0.364
C 1.092 0.156 0.767
Li -2.688 -1.574 -1.292
H -0.071 1.976 0.546
H 0.871 1.856 -0.657
F 2.322 0.896 0.637
K 2.856 -1.202 3.351

=====

No. 2
73
Properties=species:S:1:pos:R:3 method="wB97M-V/def2-TZVPD" homo_ev=-8.47 charge=0
C -2.391 1.895 2.466
C -1.565 1.689 1.221
I -2.509 2.363 -0.522
C -0.321 1.182 1.176
I 0.599 0.841 3.081
N 0.408 0.898 0.022
C 0.509 -0.503 -0.438
C -0.679 -0.903 -1.308
C -0.511 -2.280 -1.991
C -1.472 -3.344 -1.458
I -3.278 -3.435 -2.610
C 0.772 -1.511 0.673
O -0.436 -1.828 1.348
C -0.305 -2.962 2.164
S -1.661 -2.885 3.360
H -3.364 2.306 2.213
H -1.881 2.573 3.152
H -2.546 0.933 2.959
H 1.324 1.320 0.033
H 1.396 -0.546 -1.077
H -1.581 -0.929 -0.701
H -0.784 -0.158 -2.094
H 0.516 -2.647 -1.912
H -0.696 -2.150 -3.056
H -1.819 -3.106 -0.455
H -1.050 -4.345 -1.448
H 1.188 -2.424 0.224
H 1.519 -1.148 1.385
H -0.380 -3.877 1.569
H 0.657 -2.969 2.684
H -1.054 -3.532 4.357
C 0.021 0.551 -8.333
C 0.096 -0.919 -7.985
O 1.127 -1.170 -7.004
C 0.794 -0.948 -5.747
O -0.254 -0.567 -5.323
C 1.978 -1.305 -4.826
F 3.133 -0.834 -5.296
F 2.084 -2.632 -4.709
F 1.772 -0.797 -3.616
H 0.992 0.912 -8.672
H -0.707 0.706 -9.128
H -0.280 1.143 -7.470
H 0.383 -1.514 -8.848
H -0.856 -1.294 -7.611
C 5.366 -1.778 -1.083
C 4.974 -3.231 -0.937
O 5.449 -3.757 0.320
C 4.702 -3.496 1.376
O 3.664 -2.904 1.405
C 5.347 -4.113 2.635
F 6.660 -3.884 2.667
F 5.149 -5.435 2.634
F 4.799 -3.604 3.729
H 6.445 -1.664 -0.972
H 5.077 -1.408 -2.064
H 4.881 -1.165 -0.325
H 5.447 -3.847 -1.698
H 3.896 -3.371 -1.008
C -2.902 5.695 3.718
C -4.105 4.958 4.261
O -4.423 5.391 5.600
C -5.135 6.501 5.697
O -5.546 7.180 4.806
C -5.421 6.802 7.183
F -4.328 6.637 7.930
F -6.368 5.972 7.634
F -5.848 8.048 7.327
H -2.050 5.583 4.388
H -2.632 5.299 2.739
H -3.107 6.760 3.612
H -3.904 3.893 4.352
H -4.977 5.085 3.621

=====

No. 3
23
Properties=species:S:1:pos:R:3 method="wB97M-V/def2-TZVPD" homo_ev=-9.01 charge=0 smiles=Cc1ccccc1.CC relative_energy_kj_mol=49.75
C -0.606 0.011 -2.484
C -0.896 0.131 -1.043
C -0.549 1.331 -0.386
C -0.850 1.564 0.957
C -1.235 0.512 1.768
C -1.584 -0.692 1.171
C -1.407 -0.859 -0.183
H -0.466 -1.056 -2.715
H 0.264 0.575 -2.813
H -1.386 0.287 -3.199
H -0.282 2.178 -1.014
H -0.655 2.552 1.352
H -1.345 0.702 2.828
H -2.144 -1.478 1.656
H -1.621 -1.794 -0.698
C 2.697 -0.125 0.686
C 2.906 -1.427 -0.087
H 2.011 0.552 0.181
H 2.326 -0.202 1.712
H 3.666 0.365 0.812
H 3.388 -1.173 -1.032
H 3.665 -2.074 0.356
H 1.960 -1.942 -0.225

=====

No. 4
52
Properties=species:S:1:pos:R:3 method="wB97M-V/def2-TZVPD" homo_ev=-8.67 charge=0 smiles="COc1ccccc1C(=O)N[C@@H]1C[C@H]2CC[C@@H](C1)N2Cc1ccccc1" relative_energy_kj_mol=157.64
C 2.688 -1.552 -0.371
O 1.423 -1.379 -0.974
C 1.429 -0.578 -2.102
C 1.215 -1.181 -3.334
C 1.182 -0.422 -4.490
C 1.392 0.945 -4.427
C 1.618 1.548 -3.204
C 1.621 0.805 -2.029
C 1.838 1.537 -0.738
O 2.651 2.438 -0.625
N 1.028 1.125 0.253
C 1.023 1.689 1.584
C 1.284 0.588 2.618
C 0.051 -0.332 2.766
C -0.684 -0.075 4.099
C -1.548 1.150 3.774
C -1.390 1.325 2.239
C -0.322 2.373 1.870
N -0.914 0.042 1.746
C -1.911 -0.947 1.379
C -1.923 -1.152 -0.120
C -1.918 -0.058 -0.978
C -1.928 -0.236 -2.348
C -1.949 -1.513 -2.882
C -1.953 -2.608 -2.037
C -1.936 -2.427 -0.665
H 2.514 -2.121 0.541
H 3.158 -0.595 -0.126
H 3.359 -2.117 -1.028
H 1.066 -2.249 -3.364
H 1.006 -0.902 -5.441
H 1.382 1.539 -5.329
H 1.791 2.611 -3.133
H 0.378 0.363 0.110
H 1.831 2.429 1.603
H 1.523 1.053 3.574
H 2.153 0.010 2.302
H 0.343 -1.378 2.651
H 0.002 0.095 4.926
H -1.307 -0.935 4.347
H -1.218 2.037 4.310
H -2.593 0.975 4.031
H -2.344 1.588 1.776
H -0.201 3.096 2.677
H -0.622 2.922 0.976
H -1.695 -1.903 1.866
H -2.915 -0.637 1.703
H -1.905 0.941 -0.568
H -1.914 0.623 -3.003
H -1.959 -1.652 -3.953
H -1.965 -3.608 -2.446
H -1.933 -3.288 -0.011

=====

No. 5
23
Properties=species:S:1:pos:R:3 method="wB97M-V/def2-TZVPD" homo_ev=-6.89 charge=0 relative_energy_kj_mol=73.88
O 0.190 -0.186 0.142
H -0.333 0.214 -0.527
H 1.148 -0.815 -0.151
H 0.517 0.509 0.559
Br 1.711 2.036 2.346
O -0.780 0.506 -2.222
H -1.676 0.073 -2.581
H -0.344 0.885 -2.995
O -1.468 2.707 0.003
H -2.385 2.619 0.403
H -1.013 3.207 0.666
O 2.425 -1.659 -0.350
H 2.695 -1.974 -1.221
H 2.241 -2.486 0.091
O -2.263 -0.405 1.066
H -2.893 -0.553 0.489
H -1.926 -1.220 1.281
O 2.048 1.232 -1.255
H 1.503 1.489 -1.975
H 2.357 2.086 -0.795
O -0.868 -2.570 2.155
H 0.061 -2.815 1.743
H -0.947 -2.878 3.129

=====

No. 6
44
Properties=species:S:1:pos:R:3 method="wB97M-V/def2-TZVPD" homo_ev=-8.01 charge=0 smiles="CC(=O)c1ccc(S(=O)(=O)N2CCN(c3ccccc3F)CC2)cc1" relative_energy_kj_mol=116.66
C -3.365 -3.989 -1.524
C -3.310 -3.313 -0.179
O -3.546 -3.906 0.847
C -2.946 -1.864 -0.163
C -2.722 -1.272 1.083
C -2.378 0.063 1.176
C -2.267 0.812 0.019
S -1.743 2.528 0.118
O -2.108 3.047 1.401
O -2.171 3.203 -1.069
N -0.079 2.476 0.064
C 0.606 1.988 1.240
C 1.188 0.595 1.012
N 2.132 0.638 -0.089
C 3.258 -0.149 -0.110
C 4.427 0.247 -0.773
C 5.550 -0.558 -0.808
C 5.561 -1.789 -0.177
C 4.420 -2.214 0.481
C 3.299 -1.412 0.498
F 2.191 -1.909 1.116
C 1.964 1.722 -1.031
C 0.477 2.017 -1.193
C -2.505 0.251 -1.223
C -2.841 -1.089 -1.317
H -3.550 -5.051 -1.383
H -4.172 -3.566 -2.118
H -2.427 -3.850 -2.058
H -2.824 -1.885 1.966
H -2.215 0.539 2.129
H -0.112 1.990 2.060
H 1.411 2.686 1.495
H 1.698 0.271 1.922
H 0.376 -0.117 0.804
H 4.461 1.211 -1.254
H 6.430 -0.210 -1.328
H 6.439 -2.414 -0.199
H 4.376 -3.174 0.972
H 2.482 2.637 -0.709
H 2.369 1.415 -1.998
H -0.028 1.102 -1.535
H 0.311 2.799 -1.937
H -2.450 0.882 -2.096
H -3.029 -1.516 -2.288

=====

No. 7
60
Properties=species:S:1:pos:R:3 method="wB97M-V/def2-TZVPD" homo_ev=-9.11 charge=0 smiles=CO.CO.CO.CO.CO.CO.CO.CO.CO.CO relative_energy_kj_mol=486.93
C 0.594 0.488 -0.366
O -0.369 -0.108 0.383
H 0.198 1.322 -0.946
H 1.349 0.967 0.258
H 0.843 -0.233 -1.145
H 0.058 -0.913 0.688
C -2.769 -1.925 -0.798
O -2.076 -2.580 -1.832
H -2.675 -2.585 0.064
H -2.487 -0.886 -0.629
H -3.782 -1.994 -1.195
H -1.181 -2.804 -1.568
C 0.086 -3.750 2.277
O 0.292 -2.833 1.232
H -0.860 -4.266 2.111
H 0.854 -4.521 2.213
H 0.132 -3.236 3.237
H 1.139 -2.459 1.484
C 0.277 -4.914 -1.598
O 0.386 -3.510 -1.354
H 1.234 -5.406 -1.427
H -0.441 -5.496 -1.021
H 0.073 -5.073 -2.657
H 0.658 -3.362 -0.445
C -2.296 2.321 1.853
O -2.541 1.656 0.619
H -2.801 1.802 2.668
H -1.244 2.300 2.139
H -2.673 3.343 1.820
H -1.957 0.901 0.512
C -2.950 4.848 -1.040
O -2.605 3.654 -1.650
H -3.354 4.610 -0.056
H -2.042 5.389 -0.772
H -3.638 5.589 -1.447
H -2.279 3.005 -1.022
C 3.862 3.197 1.247
O 3.313 3.474 2.548
H 4.700 2.500 1.236
H 3.130 2.941 0.480
H 4.225 4.167 0.908
H 3.254 2.668 3.066
C 3.567 -2.163 -2.372
O 4.836 -2.150 -2.976
H 3.097 -1.180 -2.339
H 2.813 -2.836 -2.781
H 3.612 -2.437 -1.318
H 5.369 -1.542 -2.458
C 1.004 0.894 3.687
O 2.268 1.304 4.213
H 0.689 1.480 2.824
H 1.072 -0.174 3.478
H 0.341 1.120 4.522
H 2.267 0.950 5.105
C -2.339 1.052 -3.269
O -2.289 2.315 -3.927
H -1.740 0.927 -2.367
H -3.307 0.973 -2.776
H -2.172 0.234 -3.970
H -2.730 2.947 -3.354

=====

No. 8
16
Properties=species:S:1:pos:R:3 method="wB97M-V/def2-TZVPD" homo_ev=-8.98 charge=0 smiles="O=[N+]([O-])C1=C(O)N[C@@H](Br)C(Br)=C1" relative_energy_kj_mol=0.00
O -0.487 -2.101 2.230
N -1.129 -1.548 1.371
O -2.294 -1.913 1.086
C -0.430 -0.673 0.527
C -0.894 -0.129 -0.668
O -2.101 -0.579 -1.102
N -0.158 0.701 -1.399
C 0.923 1.443 -0.779
Br -0.020 2.696 0.332
C 1.697 0.640 0.117
Br 3.571 0.972 0.209
C 1.135 -0.386 0.760
H -2.485 -1.100 -0.313
H -0.309 0.978 -2.323
H 1.409 2.137 -1.502
H 1.571 -1.139 1.453

=====

No. 9
98
Properties=species:S:1:pos:R:3 method="wB97M-V/def2-TZVPD" homo_ev=-10.89 charge=+1
C -1.252 -3.558 2.583
C -1.227 -2.437 2.149
C -1.266 -0.980 1.870
N -0.421 -0.563 0.761
C -0.240 -1.380 -0.358
N -1.206 -1.531 -1.236
C -2.521 -0.897 -0.919
O -3.313 -0.753 -2.038
C -4.618 -1.347 -1.972
C -5.598 -0.474 -2.780
O -6.549 0.117 -1.915
C -6.499 1.535 -1.856
C -7.121 2.002 -0.551
C -1.010 -2.217 -2.498
Cl -2.207 -3.546 -2.704
C -1.065 -1.256 -3.710
C 0.122 -1.454 -4.675
N 1.054 -1.776 -0.402
C 1.572 -2.999 -0.995
C 0.686 -4.221 -0.868
N 0.709 -5.051 -1.821
C 1.866 -1.055 0.649
C 3.239 -0.749 -0.006
C 4.003 0.505 0.460
C 4.831 0.419 1.745
S 6.138 -0.852 1.613
C 2.028 -1.819 1.970
C 2.461 -3.281 1.989
O 3.842 -3.441 1.764
C 4.156 -4.741 1.275
C 5.661 -4.858 1.034
C 0.868 0.139 0.879
P 0.897 1.281 -0.708
N 1.613 2.672 -0.532
C 1.038 1.189 1.954
C 1.066 0.807 3.440
F -0.072 2.032 1.763
H -1.360 -4.599 2.786
H -1.049 -0.429 2.777
H -2.314 -0.759 1.642
H -3.011 -1.504 -0.152
H -2.333 0.088 -0.486
H -5.002 -1.376 -0.952
H -4.605 -2.344 -2.410
H -5.039 0.272 -3.348
H -6.136 -1.104 -3.493
H -7.075 1.957 -2.686
H -5.469 1.903 -1.896
H -8.093 1.536 -0.389
H -7.255 3.083 -0.565
H -6.495 1.749 0.307
H -0.072 -2.742 -2.556
H -2.004 -1.362 -4.241
H -1.039 -0.227 -3.346
H 0.641 -0.516 -4.866
H 0.864 -2.171 -4.316
H -0.215 -1.814 -5.646
H 1.749 -2.864 -2.067
H 2.553 -3.249 -0.598
H 0.072 -4.385 0.021
H 0.101 -5.841 -1.610
H 3.906 -1.606 0.115
H 3.101 -0.652 -1.085
H 3.374 1.389 0.531
H 4.724 0.732 -0.331
H 4.241 0.317 2.656
H 5.359 1.369 1.837
H 6.221 -1.190 2.911
H 2.772 -1.258 2.542
H 1.132 -1.794 2.588
H 1.900 -3.923 1.303
H 2.223 -3.662 2.993
H 3.807 -5.477 2.009
H 3.623 -4.936 0.335
H 6.184 -3.968 1.375
H 6.053 -5.755 1.507
H 5.856 -4.947 -0.035
H -0.470 1.465 -1.012
H 1.456 0.580 -1.792
H 2.363 2.765 -1.209
H 1.905 1.815 1.764
H 0.636 -0.152 3.706
H 2.107 0.787 3.773
H 0.604 1.627 3.986
C -1.903 6.208 0.213
C -0.686 5.666 0.371
C 0.428 6.410 1.063
O 1.496 5.842 1.190
C 0.166 7.757 1.542
C -1.049 8.296 1.377
C -2.169 7.545 0.709
O -3.247 8.103 0.617
O -1.364 9.519 1.787
O -0.371 4.452 -0.057
H -2.711 5.684 -0.279
H 0.975 8.288 2.024
H -2.300 9.654 1.547
H 0.578 4.285 0.165

=====

No. 10
63
Properties=species:S:1:pos:R:3 method="wB97M-V/def2-TZVPD" homo_ev=-9.74 charge=0 smiles=OCCO.OCCO.OCCO.OCCO.OCCO.OCCO.O relative_energy_kj_mol=125.40
O 19.256 -13.207 3.119
C 18.646 -14.099 3.971
C 19.076 -13.747 5.384
O 18.348 -14.503 6.395
H 20.099 -13.537 2.892
H 17.533 -13.984 3.812
H 18.975 -15.046 3.717
H 18.862 -12.716 5.548
H 20.178 -13.825 5.408
H 17.689 -13.953 6.696
O 21.907 -14.341 3.190
C 21.572 -15.353 2.234
C 21.105 -14.834 0.903
O 20.577 -15.908 0.113
H 22.646 -13.790 2.870
H 22.367 -16.000 1.985
H 20.799 -15.893 2.712
H 21.941 -14.441 0.367
H 20.341 -14.033 0.892
H 19.690 -16.117 0.342
O 23.882 -12.211 -0.610
C 23.397 -11.077 -1.321
C 24.164 -11.076 -2.664
O 24.143 -9.850 -3.363
H 23.454 -12.340 0.219
H 22.365 -11.112 -1.556
H 23.624 -10.206 -0.828
H 23.738 -11.915 -3.211
H 25.238 -11.342 -2.327
H 24.703 -9.292 -2.838
O 24.244 -9.902 3.095
C 24.074 -8.897 2.085
C 25.344 -8.165 1.736
O 25.052 -7.036 0.938
H 24.156 -9.407 3.952
H 23.640 -9.148 1.097
H 23.288 -8.171 2.436
H 26.040 -8.840 1.145
H 25.887 -7.798 2.658
H 24.504 -6.471 1.477
O 22.279 -13.125 6.480
C 22.570 -11.919 5.847
C 21.276 -11.195 5.294
O 21.584 -9.873 4.816
H 22.286 -13.872 5.856
H 23.046 -11.251 6.595
H 23.231 -12.044 5.035
H 20.506 -11.096 6.063
H 20.763 -11.669 4.510
H 20.808 -9.418 4.566
O 20.561 -11.462 1.103
C 20.041 -10.143 1.484
C 20.611 -9.124 0.526
O 20.230 -7.800 0.893
H 20.098 -11.799 0.371
H 18.952 -10.132 1.337
H 20.414 -9.968 2.496
H 20.308 -9.307 -0.505
H 21.738 -9.146 0.433
H 19.333 -7.558 0.588
O 23.265 -12.158 2.144
H 22.354 -11.830 2.008
H 23.739 -11.409 2.510

=====

Calculated values (hartree/bohr) of maximum force for the records, taken in order: 0.1410, 0.0200, 0.0563, 0.0108, 0.1612, 0.0221, 0.0598, 0.0938, 0.0384, 0.0789.